Entry 1:
Molecular formula: C6H12O
Method: DFT, ωB97M-V/def2-TZVPD

XYZ file:
```
19
C6H12O | the Open Molecules 2025 dataset | ωB97M-V/def2-TZVPD
C -2.083 -0.296 0.262
C -0.734 -0.190 0.980
C 0.385 0.283 0.076
C 0.163 1.610 -0.637
C 1.821 0.011 0.468
C 1.193 -0.758 -0.649
O 1.026 -2.128 -0.375
H -1.989 -0.911 -0.642
H -2.464 0.686 -0.039
H -2.845 -0.754 0.901
H -0.461 -1.172 1.382
H -0.817 0.499 1.829
H -0.771 1.649 -1.208
H 0.127 2.432 0.089
H 0.979 1.843 -1.334
H 2.021 -0.566 1.370
H 2.555 0.772 0.214
H 1.493 -0.535 -1.666
H 0.401 -2.475 -1.021
```

Values from the calculation:
Orbital gap in eV: 10.26
SMILES string: CC[C@@]1(C)C[C@H]1O
Charge: 0


Entry 2:
Molecular formula: C6H12O
Method: DFT, ωB97M-V/def2-TZVPD

XYZ file:
```
19
C6H12O | the Open Molecules 2025 dataset | ωB97M-V/def2-TZVPD
C 0.849 1.898 1.241
C 0.105 0.576 1.275
C -1.088 0.562 0.260
O -1.462 -0.634 -0.217
C -0.299 -1.090 -0.918
C -0.573 -1.180 -2.390
C 0.898 -0.596 1.341
H 0.163 2.751 1.194
H 1.490 1.931 0.355
H 1.480 1.995 2.130
H -0.605 0.528 2.137
H -1.938 1.221 0.437
H 0.372 -0.221 -0.804
H 0.047 -2.048 -0.514
H -1.292 -1.967 -2.624
H 0.376 -1.393 -2.894
H -0.948 -0.211 -2.728
H 1.966 -0.563 1.151
H 0.456 -1.560 1.566
```

Values from the calculation:
Orbital gap (alpha / beta) in eV: 7.72 / 8.36
Charge: 0


Entry 3:
Molecular formula: C6H12O
Method: DFT, ωB97M-V/def2-TZVPD

XYZ file:
```
19
C6H12O | the Open Molecules 2025 dataset | ωB97M-V/def2-TZVPD
C -2.038 1.522 -0.866
O -1.652 0.344 -0.207
C -0.611 0.442 0.744
C 0.544 -0.482 0.366
C 0.607 -1.820 1.093
C 0.910 -0.433 -1.094
C 1.854 0.122 -0.073
H -1.260 2.296 -0.819
H -2.957 1.934 -0.435
H -2.222 1.284 -1.919
H -0.269 1.484 0.823
H -1.013 0.156 1.726
H -0.369 -2.093 1.503
H 1.320 -1.793 1.924
H 0.913 -2.628 0.422
H 0.361 0.272 -1.716
H 1.147 -1.370 -1.592
H 1.976 1.202 -0.026
H 2.759 -0.437 0.146
```

Values from the calculation:
Orbital gap in eV: 10.58
SMILES string: COCC1(C)CC1
Charge: 0


Entry 4:
Molecular formula: C6H12O
Method: DFT, ωB97M-V/def2-TZVPD

XYZ file:
```
19
C6H12O | the Open Molecules 2025 dataset | ωB97M-V/def2-TZVPD
C 2.502 -0.544 -0.190
O 1.148 -0.904 -0.118
C 0.381 0.044 0.573
C 0.123 1.367 -0.159
C -1.376 1.226 0.081
C -1.139 -0.242 0.557
C -1.582 -1.354 -0.381
H 2.942 -0.423 0.811
H 2.670 0.391 -0.749
H 3.019 -1.352 -0.709
H 0.796 0.211 1.577
H 0.562 2.266 0.265
H 0.366 1.282 -1.214
H -2.014 1.329 -0.796
H -1.700 1.963 0.831
H -1.639 -0.324 1.517
H -2.676 -1.421 -0.387
H -1.229 -1.155 -1.397
H -1.178 -2.327 -0.075
```

Values from the calculation:
Orbital gap in eV: 10.60
SMILES string: CO[C@H]1CC[C@H]1C
Charge: 0


Entry 5:
Molecular formula: C6H12O
Method: DFT, ωB97M-V/def2-TZVPD

XYZ file:
```
19
C6H12O | the Open Molecules 2025 dataset | ωB97M-V/def2-TZVPD
C 1.960 -0.799 -0.549
C 0.690 -0.264 0.091
O 0.964 -0.219 1.491
C 0.262 1.122 -0.416
C -1.172 1.298 0.129
C -1.684 -0.145 0.403
C -0.600 -1.062 -0.185
H 2.731 -0.021 -0.579
H 1.776 -1.144 -1.571
H 2.348 -1.632 0.044
H 0.144 -0.001 1.952
H 0.954 1.906 -0.094
H 0.258 1.108 -1.514
H -1.165 1.888 1.052
H -1.813 1.833 -0.577
H -2.683 -0.331 0.001
H -1.765 -0.327 1.484
H -0.723 -1.150 -1.273
H -0.606 -2.072 0.237
```

Values from the calculation:
Orbital gap in eV: 10.95
SMILES string: CC1(O)CCCC1
Charge: 0


Entry 6:
Molecular formula: C6H12O
Method: DFT, ωB97M-V/def2-TZVPD

XYZ file:
```
19
C6H12O | the Open Molecules 2025 dataset | ωB97M-V/def2-TZVPD
C 0.110 0.757 -1.925
C -0.788 -0.070 -1.022
O -0.668 -1.464 -1.329
C 0.053 -1.720 -0.129
C -0.221 -0.254 0.480
C -0.920 0.315 1.783
C 1.132 0.439 0.797
H -0.211 0.717 -2.970
H 0.110 1.802 -1.598
H 1.137 0.382 -1.881
H -1.840 0.221 -1.177
H 1.130 -1.766 -0.364
H -0.232 -2.692 0.296
H -1.766 0.925 1.480
H -0.275 1.028 2.358
H -1.173 -0.435 2.530
H 1.062 1.540 0.826
H 1.835 0.130 0.053
H 1.524 0.147 1.791
```

Values from the calculation:
Orbital gap in eV: 10.45
SMILES string: C[C@H]1OCC1(C)C
Charge: 0


Entry 7:
Molecular formula: C6H12O
Method: DFT, ωB97M-V/def2-TZVPD

XYZ file:
```
19
C6H12O | the Open Molecules 2025 dataset | ωB97M-V/def2-TZVPD
C 1.660 -0.071 -1.277
C 1.327 0.590 0.047
O 1.005 1.993 -0.133
C -0.410 1.751 0.009
C -0.014 0.515 0.785
C -1.025 -1.022 1.534
C -1.130 -0.969 -0.258
H 2.590 0.357 -1.666
H 1.802 -1.150 -1.140
H 0.881 0.097 -2.028
H 2.182 0.488 0.730
H -0.895 1.650 -0.977
H -0.900 2.551 0.576
H -0.126 -1.305 2.078
H -1.622 -1.953 1.446
H -1.609 -0.342 2.151
H -0.757 -1.970 -0.460
H -0.790 -0.349 -1.082
H -2.218 -0.958 -0.318
```

Values from the calculation:
Orbital gap in eV: 7.94
Charge: 0


Entry 8:
Molecular formula: C6H12O
Method: DFT, ωB97M-V/def2-TZVPD

XYZ file:
```
19
C6H12O | the Open Molecules 2025 dataset | ωB97M-V/def2-TZVPD
C 2.033 -0.161 -1.587
C 0.633 0.369 -1.279
C 0.146 -0.029 0.120
C -0.231 -1.494 0.135
O 0.096 -2.291 0.982
C -1.066 0.806 0.574
C -1.595 0.416 1.953
H 2.340 0.090 -2.607
H 2.769 0.271 -0.899
H 2.083 -1.251 -1.478
H 0.620 1.462 -1.369
H -0.082 -0.005 -2.027
H 0.953 0.098 0.854
H -0.885 -1.808 -0.713
H -1.868 0.726 -0.174
H -0.757 1.859 0.579
H -2.364 1.118 2.291
H -0.789 0.414 2.695
H -2.035 -0.587 1.951
```

Values from the calculation:
Orbital gap in eV: 10.78
SMILES string: CCC(C=O)CC
Charge: 0


Entry 9:
Molecular formula: C6H12O
Method: DFT, ωB97M-V/def2-TZVPD

XYZ file:
```
19
C6H12O | the Open Molecules 2025 dataset | ωB97M-V/def2-TZVPD
C -2.525 -0.073 -0.973
C -1.869 1.088 -0.229
O -0.521 1.037 -0.837
C 0.787 0.936 -0.292
C 1.058 -0.080 0.797
C 2.438 -0.688 0.902
C 1.272 -1.536 0.487
H -3.195 0.206 -1.794
H -1.560 -0.397 -1.382
H -2.968 -0.866 -0.364
H -1.908 0.969 0.863
H -2.299 2.066 -0.486
H 1.428 0.668 -1.153
H 1.121 1.928 0.037
H 0.578 0.142 1.747
H 3.177 -0.437 0.143
H 2.866 -0.840 1.890
H 1.223 -1.854 -0.552
H 0.898 -2.270 1.196
```

Values from the calculation:
Orbital gap in eV: 10.62
SMILES string: CCOCC1CC1
Charge: 0


Entry 10:
Molecular formula: C6H12O
Method: DFT, ωB97M-V/def2-TZVPD

XYZ file:
```
19
C6H12O | the Open Molecules 2025 dataset | ωB97M-V/def2-TZVPD
C -1.339 1.304 -1.212
C -1.170 0.950 0.064
O -0.937 1.832 1.078
C -1.175 -0.468 0.557
C 0.165 -0.898 1.184
C 1.417 -0.417 0.443
C 1.481 -0.810 -1.036
H -1.506 0.546 -1.969
H -1.298 2.340 -1.542
H -0.890 2.723 0.705
H -1.969 -0.577 1.308
H -1.436 -1.121 -0.282
H 0.212 -0.536 2.217
H 0.174 -1.996 1.237
H 2.292 -0.817 0.970
H 1.481 0.675 0.533
H 0.890 -0.125 -1.650
H 2.511 -0.782 -1.406
H 1.096 -1.824 -1.200
```

Values from the calculation:
Orbital gap in eV: 9.76
SMILES string: C=C(O)CCCC
Charge: 0


Entry 11:
Molecular formula: C6H12O
Method: DFT, ωB97M-V/def2-TZVPD

XYZ file:
```
19
C6H12O | the Open Molecules 2025 dataset | ωB97M-V/def2-TZVPD
C 1.816 1.236 -0.536
C 0.734 0.191 -0.480
C 1.152 -1.160 0.047
C -0.506 0.466 -0.895
C -1.673 -0.496 -0.833
C -2.303 -0.331 0.531
O -2.205 -1.137 1.427
H 1.433 2.198 -0.888
H 2.259 1.384 0.458
H 2.630 0.923 -1.202
H 1.942 -1.051 0.799
H 1.560 -1.781 -0.762
H 0.323 -1.701 0.513
H -0.729 1.471 -1.251
H -2.405 -0.251 -1.612
H -1.365 -1.538 -0.954
H -2.823 0.638 0.692
H 0.340 0.724 2.398
H -0.181 0.214 2.547
```

Values from the calculation:
Orbital gap in eV: 10.07
SMILES string: CC(C)=CCC=O.[H][H]
Charge: 0


Entry 12:
Molecular formula: C6H12O
Method: DFT, ωB97M-V/def2-TZVPD

XYZ file:
```
19
C6H12O | the Open Molecules 2025 dataset | ωB97M-V/def2-TZVPD
C 1.913 -0.501 0.060
C 0.873 0.400 -0.614
O 0.843 1.704 -0.020
C -0.437 1.803 0.813
C -1.021 0.433 0.855
C -0.630 -0.126 -0.505
C -0.894 -1.616 -0.738
H 1.793 -0.455 1.145
H 1.774 -1.536 -0.272
H 2.953 -0.229 -0.158
H 1.092 0.443 -1.698
H -0.429 2.203 1.854
H -1.076 2.448 0.202
H -0.679 -0.215 1.679
H -2.031 0.816 1.080
H -1.145 0.466 -1.274
H -1.965 -1.837 -0.854
H -0.396 -1.964 -1.649
H -0.531 -2.230 0.096
```

Values from the calculation:
Orbital gap in eV: 10.64
SMILES string: C[C@@H]1OCC[C@@H]1C
Charge: 0


Looking at strongest force on any atom for the records above, in order, we have 0.3 2.4 0.3 0.9 0.3 1.4 0.7 0.5 1.6 0.4 0.5 1.9 eV Å⁻¹.
Looking at energy relative to the best compared isomer or geometry (same formula, charge and spin) for the records above, in order, we have 25.3 112.1 42.6 34.4 2.2 55.4 180.1 9.1 58.4 16.1 43.1 26.6 kcal per mole.
Looking at molecular weight for the records above, in order, we have 100.161 100.161 100.161 100.161 100.161 100.161 100.161 100.161 100.161 100.161 100.161 100.161 g mol⁻¹.